1.
A 3-piece molecular cluster, C4H13NO2 overall, computed with wB97M-V/def2-TZVPD.

Element x y z (Å)
C: 0.5776 -1.8389 -2.0730
C: 1.1906 -1.2935 -0.7900
C: 1.3545 -0.0152 -0.4462
C: 1.7593 0.3002 0.9466
N: 0.6479 0.2804 1.9421
H: -0.4942 -1.5016 -2.1151
H: 1.0653 -1.4118 -2.9663
H: 0.5538 -2.9572 -1.8361
H: 1.2813 -2.0907 0.0072
H: 0.9715 0.8340 -1.0170
H: 2.4712 -0.6557 1.2607
H: 2.4509 1.1077 1.0003
H: -0.0949 0.8621 1.5860
H: 0.3266 -0.6985 1.9513
O: -1.9861 2.7218 -0.5740
H: -2.2949 1.8060 -0.6554
H: -1.7127 2.7919 0.3558
O: -2.1931 -0.4339 0.8444
H: -1.7563 -0.8202 -0.0258
H: -3.1602 -0.4476 0.8723

The total energy comes out at -365.363592 Ha. The calculation puts the LUMO energy at 0.307 eV. The calculation puts the HOMO energy at -8.964 eV. Its net charge is 0. The HOMO-LUMO gap comes out at 9.27 eV.

***

2.
One molecule with the formula C7H8O3, computed with wB97M-V/def2-TZVPD.

Element x y z (Å)
C: -3.0269 1.8303 -0.4086
C: -2.3349 0.9352 -0.0441
C: -1.2697 -0.0174 0.1451
O: 0.0233 0.9319 0.8514
C: 1.1208 1.1318 0.0048
C: 2.2945 0.2328 0.2902
O: -0.7585 -0.5379 -1.0180
C: -0.2309 -1.7340 -0.7291
C: -0.5420 -2.0680 0.5546
O: -1.3795 -1.0761 1.0279
H: -3.9380 2.1042 -0.7991
H: 0.8607 1.1931 -1.0746
H: 1.3900 2.1462 0.2434
H: 3.0065 0.6223 -0.3555
H: 2.4748 0.4173 1.4157
H: 2.1181 -0.8454 0.2506
H: 0.6349 -2.1701 -1.2264
H: -0.4433 -3.0962 0.8716

The total energy comes out at -497.048290 Ha. The calculation puts the LUMO energy at 0.874 eV. The calculation puts the HOMO energy at -8.920 eV. Its net charge is 0. The HOMO-LUMO gap comes out at 9.79 eV.

***

3.
A 2-piece molecular cluster, C6H13S overall, computed with wB97M-V/def2-TZVPD.

Element x y z (Å)
C: 1.1982 1.4402 1.5217
C: 0.6767 0.1627 2.1821
C: 0.1798 -0.9187 1.5191
C: 0.0847 -2.3246 2.0167
H: 1.2170 1.2357 0.4298
H: 0.6040 2.3202 1.8626
H: 2.2052 1.6968 1.8293
H: 0.6507 0.0841 3.3327
H: -0.0940 -0.6577 0.5158
H: 0.6069 -2.4989 2.9992
H: -0.9976 -2.5948 2.1239
H: 0.5807 -2.9714 1.3311
C: -1.6178 0.3594 -2.6733
C: -0.2064 0.9730 -2.8071
S: 1.0010 0.1311 -1.7750
H: -2.0285 0.5739 -1.6717
H: -1.4491 -0.7088 -2.8417
H: -2.3442 0.7843 -3.4242
H: -0.3288 2.0409 -2.6242
H: 0.0617 0.8726 -3.8468

The total energy comes out at -634.573238 Ha. The calculation puts the LUMO energy at 3.871 eV. The calculation puts the HOMO energy at -2.419 eV. Its net charge is -1. The HOMO-LUMO gap comes out at 6.29 eV.